Record 1
Here is a structure of composition C28H43FN4OS7Sm from OMol25. Energies are from ωB97M-V with the def2-TZVPD basis set.

Calculated values
Lowest unoccupied orbital energy (alpha / beta), hartree: -0.08732 / -0.06470
Spin multiplicity: 6
Net charge: +1
Relative energy (zero: lowest compared OMol25 entry of this formula, charge and spin), kJ/mol: 54.6
Frontier orbital gap (alpha / beta), Eh: 0.2751 / 0.2980

Last column: Löwdin spin population.
CARTESIAN COORDINATES (ANGSTROEM)
Sm (0.553, 0.180, -1.102)  5.057
C (-1.334, -0.501, 2.666)  0.000
C (-0.726, 0.844, 3.027)  0.000
S (-0.394, 1.900, 1.564)  -0.003
C (0.895, 2.988, 2.274)  0.000
C (2.195, 2.303, 2.708)  0.000
S (2.294, 0.629, 1.998)  -0.001
C (3.998, 0.192, 2.449)  0.000
C (4.261, -1.283, 2.078)  0.000
S (3.105, -1.994, 0.841)  0.000
C (1.975, -2.989, 1.869)  0.000
C (0.901, -2.234, 2.643)  0.000
S (-0.353, -1.521, 1.513)  -0.004
H (-2.281, -0.365, 2.153)  0.000
H (-1.499, -1.095, 3.566)  0.000
H (0.225, 0.706, 3.538)  0.000
H (-1.409, 1.390, 3.679)  0.000
H (0.438, 3.520, 3.107)  0.000
H (1.087, 3.698, 1.472)  0.000
H (2.252, 2.220, 3.793)  0.000
H (3.063, 2.860, 2.351)  0.000
H (4.113, 0.354, 3.520)  0.000
H (4.673, 0.867, 1.919)  0.000
H (4.212, -1.920, 2.960)  0.000
H (5.248, -1.391, 1.634)  0.000
H (2.590, -3.568, 2.557)  0.000
H (1.518, -3.671, 1.149)  0.000
H (1.328, -1.431, 3.239)  0.000
H (0.373, -2.934, 3.293)  0.000
O (-0.592, 2.165, -2.058)  -0.008
C (0.190, 2.661, -3.162)  0.000
C (0.685, 4.058, -2.807)  0.000
C (1.163, 4.150, -1.350)  0.000
C (2.496, 3.499, -1.130)  0.000
C (3.652, 4.270, -1.233)  0.000
C (4.886, 3.695, -1.009)  0.000
C (4.926, 2.346, -0.688)  0.000
C (3.739, 1.646, -0.626)  0.000
N (2.530, 2.192, -0.832)  -0.004
H (-1.229, 1.527, -2.428)  0.000
H (-0.431, 2.718, -4.055)  0.000
H (1.021, 1.975, -3.366)  0.000
H (-0.140, 4.761, -2.930)  0.000
H (1.479, 4.343, -3.500)  0.000
H (0.410, 3.671, -0.725)  0.000
H (1.226, 5.201, -1.067)  0.000
H (3.566, 5.317, -1.493)  0.000
H (5.796, 4.276, -1.079)  0.000
H (5.861, 1.834, -0.508)  0.000
H (3.757, 0.590, -0.405)  0.000
S (2.708, -0.312, -2.790)  -0.012
C (2.009, -1.848, -2.598)  0.000
N (1.152, -2.140, -1.639)  -0.008
C (0.675, -3.439, -1.780)  0.000
C (-0.282, -4.059, -0.978)  0.000
C (-0.665, -5.358, -1.263)  0.000
C (-0.114, -6.052, -2.338)  0.000
C (0.847, -5.459, -3.137)  0.000
C (1.229, -4.157, -2.851)  0.000
S (2.364, -3.147, -3.701)  0.000
H (-0.720, -3.519, -0.151)  0.000
H (-1.408, -5.842, -0.642)  0.000
H (-0.436, -7.063, -2.550)  0.000
H (1.290, -5.985, -3.973)  0.000
C (-6.327, 0.639, -0.345)  0.000
N (-4.972, 0.847, 0.159)  0.000
C (-4.653, 2.249, 0.399)  0.000
C (-3.990, -0.062, -0.057)  0.000
S (-2.401, 0.466, -0.331)  -0.002
N (-4.334, -1.365, -0.017)  0.000
C (-3.457, -2.416, -0.510)  0.000
C (-5.451, -1.860, 0.776)  0.000
H (-6.571, 1.447, -1.036)  0.000
H (-7.056, 0.652, 0.467)  0.000
H (-6.402, -0.299, -0.886)  0.000
H (-5.508, 2.708, 0.896)  0.000
H (-4.454, 2.779, -0.536)  0.000
H (-3.777, 2.336, 1.033)  0.000
H (-2.710, -2.003, -1.179)  0.000
H (-4.053, -3.150, -1.055)  0.000
H (-2.956, -2.918, 0.321)  0.000
H (-5.851, -1.080, 1.418)  0.000
H (-5.091, -2.673, 1.409)  0.000
H (-6.250, -2.256, 0.145)  0.000
F (-0.677, -0.305, -2.686)  -0.013

Record 2
Here is a structure of composition C28H43MoN2SSbSi from OMol25. Energies are from ωB97M-V with the def2-TZVPD basis set.

Calculated values
Lowest unoccupied orbital energy (alpha / beta), hartree: -0.25169 / -0.26001
Net charge: +2
Frontier orbital gap (alpha / beta), Eh: 0.2646 / 0.2609

Last column: Mulliken charge in e.
CARTESIAN COORDINATES (ANGSTROEM)
Mo (-0.488, 0.109, 0.433)  -0.509
C (-1.652, -1.829, 2.671)  -0.609
C (-2.162, -0.443, 2.909)  0.971
C (-3.151, -0.171, 3.864)  -0.946
C (-3.601, 1.112, 4.024)  -0.529
C (-3.045, 2.165, 3.266)  0.699
C (-3.424, 3.523, 3.395)  -0.899
C (-2.795, 4.484, 2.652)  -0.829
C (-1.751, 4.142, 1.766)  -0.434
C (-1.373, 2.833, 1.613)  0.549
S (-0.041, 2.296, 0.569)  -0.154
C (-2.033, 1.834, 2.351)  -0.193
N (-1.644, 0.528, 2.163)  0.078
H (-1.473, -2.347, 3.613)  0.632
H (-0.693, -1.829, 2.130)  -0.421
H (-2.366, -2.415, 2.091)  0.084
H (-3.548, -0.981, 4.460)  0.534
H (-4.376, 1.332, 4.749)  0.488
H (-4.207, 3.788, 4.094)  0.447
H (-3.082, 5.522, 2.751)  0.428
H (-1.241, 4.921, 1.213)  0.518
C (-0.207, 1.935, -3.096)  -0.805
Si (-1.769, 1.062, -2.609)  -0.113
C (-2.373, -0.125, -3.896)  -1.017
C (-3.072, 2.235, -1.998)  -1.023
N (-1.324, -0.024, -1.193)  0.562
C (-2.046, -1.232, -0.858)  0.214
C (-3.394, -1.175, -0.473)  -0.285
C (-4.062, -2.344, -0.167)  -0.683
C (-3.394, -3.570, -0.220)  -0.681
C (-2.059, -3.628, -0.582)  -0.643
C (-1.381, -2.459, -0.917)  -0.103
H (-0.388, 2.488, -4.021)  0.546
H (0.605, 1.232, -3.292)  0.108
H (0.117, 2.655, -2.344)  0.286
H (-2.652, 0.419, -4.802)  0.424
H (-3.254, -0.677, -3.565)  0.334
H (-1.601, -0.846, -4.173)  0.336
H (-3.261, 2.995, -2.761)  0.412
H (-2.749, 2.755, -1.093)  0.263
H (-4.023, 1.739, -1.799)  0.341
H (-3.898, -0.217, -0.432)  0.344
H (-5.106, -2.310, 0.112)  0.466
H (-3.929, -4.481, 0.012)  0.441
H (-1.550, -4.581, -0.637)  0.494
H (-0.364, -2.491, -1.285)  0.418
C (2.707, -2.297, 2.109)  -1.109
C (3.251, -0.935, 1.683)  0.390
C (4.769, -0.950, 1.531)  -1.251
Sb (2.211, -0.302, -0.094)  1.372
C (3.200, 1.466, -0.834)  0.696
C (3.572, 2.381, 0.331)  -1.383
C (4.406, 1.145, -1.709)  -1.404
C (2.404, -1.908, -1.525)  0.209
C (3.825, -2.444, -1.671)  -1.459
C (1.802, -1.489, -2.863)  -1.162
H (3.174, -2.607, 3.045)  0.513
H (2.927, -3.067, 1.367)  0.248
H (1.626, -2.285, 2.272)  0.016
H (2.973, -0.182, 2.425)  0.393
H (5.099, -1.686, 0.799)  0.176
H (5.220, -1.221, 2.488)  0.505
H (5.175, 0.018, 1.244)  0.225
H (2.426, 1.948, -1.437)  0.090
H (4.377, 1.960, 0.933)  0.302
H (2.732, 2.599, 0.991)  0.251
H (3.932, 3.333, -0.065)  0.457
H (5.177, 0.605, -1.157)  0.299
H (4.853, 2.080, -2.055)  0.490
H (4.145, 0.563, -2.592)  0.299
H (1.786, -2.696, -1.081)  0.457
H (4.525, -1.679, -2.007)  0.232
H (3.828, -3.239, -2.420)  0.498
H (4.201, -2.873, -0.744)  0.329
H (2.389, -0.701, -3.338)  0.238
H (0.775, -1.130, -2.767)  0.013
H (1.796, -2.340, -3.547)  0.527

Record 3
Here is a structure of composition C28H43N4O2SbSi3Sn at a distorted geometry from OMol25. Energies are from ωB97M-V with the def2-TZVPD basis set.

Calculated values
Lowest unoccupied orbital energy (alpha / beta), hartree: -0.03263 / -0.03301
Relative energy (zero: lowest compared OMol25 entry of this formula, charge and spin), kJ/mol: 259.9
Frontier orbital gap (alpha / beta), Eh: 0.1776 / 0.1780

Last column: Mulliken charge in e.
CARTESIAN COORDINATES (ANGSTROEM)
Sn (1.158, 0.941, 0.074)  1.014
O (2.214, 1.181, 1.989)  -0.399
N (2.568, 2.368, 2.358)  -0.500
N (2.757, 3.232, 1.396)  0.965
O (2.192, 3.074, 0.218)  -0.658
C (3.334, 4.461, 1.675)  0.369
C (3.386, 5.458, 0.741)  -0.324
C (4.350, 6.483, 0.951)  -0.508
C (5.044, 6.611, 2.159)  -0.395
C (4.790, 5.634, 3.200)  -0.577
C (3.928, 4.589, 2.973)  -0.360
H (2.884, 5.248, -0.224)  0.383
H (4.624, 7.094, 0.055)  0.293
H (5.823, 7.392, 2.334)  0.330
H (5.442, 5.598, 4.046)  0.361
H (3.681, 3.817, 3.674)  0.466
C (-4.233, -0.487, -0.282)  -1.460
Sb (-1.948, -0.855, -0.352)  0.244
C (-1.067, 0.983, 0.976)  0.326
C (-1.358, 0.286, 2.223)  -0.102
C (-1.112, 0.716, 3.568)  -0.631
C (-1.497, -0.099, 4.576)  -0.160
C (-2.004, -1.403, 4.365)  -1.108
C (-2.221, -1.787, 3.037)  -0.621
N (-1.885, -0.948, 2.002)  0.487
Si (-1.780, 2.621, 0.545)  0.397
C (-0.807, 3.905, 1.426)  -0.938
C (-2.018, 3.269, -1.163)  -1.186
C (-3.516, 2.772, 1.223)  -1.089
C (-0.006, -2.591, -1.728)  2.270
C (0.958, -2.655, -0.647)  -1.457
C (1.877, -3.728, -0.459)  -0.483
C (2.556, -3.885, 0.759)  -0.692
C (2.374, -2.934, 1.762)  -1.342
C (1.580, -1.809, 1.461)  0.217
N (1.049, -1.597, 0.312)  0.471
Si (0.790, -1.956, -3.332)  0.156
C (1.331, -0.171, -3.386)  -0.968
C (-0.332, -2.334, -4.789)  -1.227
C (2.480, -2.848, -3.385)  -1.410
Si (-1.519, -3.700, -1.959)  0.685
C (-1.315, -5.194, -3.002)  -1.178
C (-2.917, -2.649, -2.749)  -1.351
C (-1.994, -4.493, -0.276)  -0.895
H (-4.380, 0.189, -1.150)  0.421
H (-4.463, 0.077, 0.634)  0.445
H (-4.851, -1.412, -0.298)  0.396
H (-0.811, 1.781, 3.767)  0.176
H (-1.244, 0.298, 5.613)  0.326
H (-2.313, -2.019, 5.202)  0.443
H (-2.662, -2.762, 2.808)  0.491
H (-1.477, 4.736, 1.759)  0.374
H (0.077, 4.325, 0.839)  0.138
H (-0.356, 3.506, 2.318)  0.208
H (-1.187, 2.989, -1.774)  0.351
H (-1.962, 4.370, -1.124)  0.350
H (-2.963, 2.947, -1.592)  0.318
H (-3.653, 2.271, 2.231)  0.241
H (-4.187, 2.224, 0.568)  0.271
H (-3.829, 3.860, 1.200)  0.371
H (1.842, -4.555, -1.183)  0.438
H (3.261, -4.698, 0.862)  0.434
H (2.665, -3.046, 2.782)  0.430
H (1.416, -1.042, 2.233)  0.379
H (2.101, 0.008, -4.171)  0.376
H (1.936, 0.113, -2.504)  0.031
H (0.464, 0.516, -3.472)  0.216
H (-1.384, -2.239, -4.614)  0.331
H (-0.158, -3.344, -5.269)  0.300
H (-0.034, -1.643, -5.625)  0.421
H (2.298, -3.880, -3.745)  0.244
H (2.982, -3.016, -2.444)  0.470
H (3.112, -2.283, -4.021)  0.434
H (-0.757, -5.037, -3.970)  0.225
H (-2.284, -5.674, -3.146)  0.361
H (-0.737, -5.952, -2.447)  0.285
H (-3.072, -3.031, -3.822)  0.363
H (-2.711, -1.557, -2.920)  0.459
H (-3.891, -2.729, -2.236)  0.431
H (-1.738, -3.817, 0.575)  -0.025
H (-1.558, -5.492, -0.025)  0.352
H (-3.137, -4.594, -0.182)  0.307

Record 4
Here is a structure of composition C28H44AlAs3IN4Te from OMol25. Energies are from ωB97M-V with the def2-TZVPD basis set.

Calculated values
Lowest unoccupied orbital energy, hartree: -0.33059
Net charge: +3
Frontier orbital gap, Eh: 0.2256

Last column: Mulliken charge in e.
CARTESIAN COORDINATES (ANGSTROEM)
Al (-0.971, -0.502, -0.663)  -2.347
C (-2.210, -1.854, 2.624)  -1.278
As (-0.889, -0.610, 1.930)  1.319
C (-1.170, 0.864, 3.166)  -1.430
C (0.731, -1.539, 2.518)  -1.875
C (2.138, -0.932, 2.336)  1.851
C (3.053, -1.770, 3.247)  -2.188
C (2.666, -1.130, 0.907)  -1.721
As (1.673, -0.427, -0.626)  1.205
C (2.302, 1.376, -0.955)  -1.294
C (2.604, -1.345, -2.074)  -1.515
C (2.160, 0.546, 2.757)  -1.034
As (3.906, 1.338, 3.344)  0.336
C (3.086, 2.997, 3.979)  -1.118
C (4.565, 2.070, 1.646)  -1.054
H (-2.195, -1.793, 3.712)  0.547
H (-1.967, -2.871, 2.325)  0.423
H (-3.209, -1.598, 2.272)  0.287
H (-1.055, 0.475, 4.177)  0.521
H (-2.187, 1.237, 3.049)  0.432
H (-0.456, 1.670, 3.020)  0.429
H (0.675, -2.528, 2.049)  0.495
H (0.554, -1.700, 3.586)  0.719
H (2.921, -2.837, 3.053)  0.497
H (2.826, -1.584, 4.297)  0.468
H (4.103, -1.525, 3.093)  0.568
H (2.755, -2.202, 0.702)  0.666
H (3.673, -0.714, 0.822)  0.720
H (3.387, 1.390, -0.885)  0.633
H (1.889, 2.075, -0.232)  0.140
H (2.004, 1.668, -1.962)  0.466
H (3.621, -0.956, -2.126)  0.481
H (2.107, -1.160, -3.025)  0.345
H (2.684, -2.420, -1.905)  0.560
H (1.556, 0.650, 3.663)  0.725
H (1.697, 1.186, 1.990)  -0.224
H (2.529, 2.808, 4.895)  0.353
H (2.426, 3.434, 3.227)  0.277
H (3.875, 3.711, 4.208)  0.419
H (4.934, 1.282, 0.989)  0.241
H (5.413, 2.712, 1.882)  0.514
H (3.810, 2.671, 1.138)  0.243
C (-0.991, -1.281, -4.936)  -1.157
C (-1.031, -1.470, -3.554)  -0.136
N (-0.964, -0.460, -2.692)  1.072
C (-0.876, 0.801, -3.191)  0.064
C (-0.827, 1.086, -4.557)  0.877
C (-0.883, -0.008, -5.442)  -0.846
C (-0.740, 2.455, -4.983)  -0.946
C (-0.722, 3.462, -4.083)  -1.056
C (-0.791, 3.192, -2.674)  1.056
C (-0.795, 4.192, -1.684)  -1.074
C (-0.872, 3.833, -0.358)  -1.159
C (-0.942, 2.482, -0.019)  -0.135
N (-0.937, 1.514, -0.929)  1.193
C (-0.864, 1.866, -2.239)  0.127
H (-1.051, -2.140, -5.590)  0.529
H (-1.130, -2.464, -3.139)  0.531
H (-0.851, 0.161, -6.511)  0.529
H (-0.697, 2.665, -6.044)  0.513
H (-0.663, 4.492, -4.410)  0.503
H (-0.742, 5.235, -1.971)  0.526
H (-0.882, 4.578, 0.425)  0.581
H (-1.003, 2.175, 1.016)  0.316
I (-2.895, -6.285, -0.038)  0.230
C (-1.708, -4.649, -0.413)  -1.198
C (-0.375, -4.625, -0.782)  -0.193
N (-0.013, -3.339, -0.904)  0.359
N (-1.043, -2.505, -0.639)  1.253
C (-2.074, -3.308, -0.341)  -0.775
H (0.323, -5.428, -0.963)  0.542
H (0.880, -2.977, -1.201)  -0.280
H (-3.031, -2.891, -0.079)  0.706
C (-5.140, -1.637, -0.620)  -1.159
Te (-3.811, -0.006, -0.943)  0.517
C (-4.364, 1.062, 0.809)  -0.883
H (-5.007, -2.045, 0.380)  0.403
H (-4.956, -2.394, -1.378)  0.400
H (-6.149, -1.251, -0.734)  0.389
H (-5.403, 1.358, 0.693)  0.472
H (-3.745, 1.954, 0.880)  0.223
H (-4.247, 0.437, 1.690)  0.284